Below is the molecule C5H4O3 in a non-equilibrium geometry, with properties calculated with ωB97M-V/def2-TZVPD.

Computed properties:
Total energy: -11388.893 eV
HOMO energy: -8.74 eV
Structure (SMILES): C=Cc1coc(=O)o1
Energy above the lowest of the compared OMol25 structures with the same formula, charge and spin: 335.3 kJ/mol
Max |F|: 5.74 eV/A

```
! wB97M-V def2-TZVPD RIJCOSX def2/J DEFGRID3
* xyz 0 1
O 2.15 0.84 0.35
O 0.91 -0.83 -0.07
O 3.05 -1.27 -0.16
C 0.08 0.16 -0.03
C 2.24 -0.47 0.11
C -2.11 -0.99 0.24
C -1.35 0.12 -0.17
C 0.82 1.35 -0.05
H -3.14 -0.68 -0.09
H -1.68 1.24 -0.33
H 0.66 2.51 -0.36
H -1.63 -1.99 0.57
*
```